Entry 1:
{
  "formula": "C7H13IrNO2P",
  "method": "wB97M-V/def2-TZVPD",
  "symbols": ["C", "C", "C", "C", "C", "Ir", "P", "H", "H", "H", "H", "H", "H", "H", "H", "N", "C", "C", "O", "O", "H", "H", "H", "H", "H"],
  "coordinates": [[-0.16, 2.57, -0.67], [1.12, 3.21, -0.79], [1.66, 3.29, 0.52], [0.64, 3.03, 1.49], [-0.53, 2.61, 0.77], [-0.40, -0.92, -1.40], [-1.26, 0.08, -3.04], [-0.85, 2.21, -1.46], [1.69, 3.35, -1.71], [2.66, 3.64, 0.82], [-1.50, 2.27, 1.15], [0.78, 3.10, 2.56], [-1.02, -0.69, -4.23], [-0.74, 1.36, -3.39], [-2.68, 0.46, -3.05], [-0.66, -3.39, 1.97], [0.66, -3.30, 1.27], [0.51, -2.18, 0.35], [1.24, -1.84, -0.66], [-0.58, -1.48, 0.46], [-0.67, -2.71, 2.74], [-0.79, -4.33, 2.33], [-1.41, -3.07, 1.33], [1.46, -3.09, 1.98], [0.86, -4.19, 0.68]],
  "e_tot_ha": -924.86289,
  "gap_ev": [5.2541, 4.7862],
  "multiplicity": 6,
  "charge": 1
}



Entry 2:
{
  "formula": "C7H13N",
  "method": "wB97M-V/def2-TZVPD",
  "symbols": ["C", "C", "C", "C", "C", "C", "C", "N", "H", "H", "H", "H", "H", "H", "H", "H", "H", "H", "H", "H", "H"],
  "coordinates": [[1.53, 1.22, 1.78], [0.18, 0.51, 1.96], [-0.06, -0.57, 0.86], [-2.43, -0.79, -3.13], [-1.29, -0.16, -2.85], [-0.55, -0.61, -1.65], [-0.65, -0.12, -0.43], [2.65, 0.30, 1.56], [1.36, 1.78, 0.86], [1.73, 1.90, 2.62], [-0.64, 1.23, 1.84], [0.08, -0.04, 2.90], [0.89, -1.10, 0.72], [-0.72, -1.35, 1.26], [-2.78, -1.62, -2.51], [-3.11, -0.72, -3.97], [-1.05, 0.62, -3.56], [0.06, -1.48, -1.90], [-1.24, 0.79, -0.33], [3.51, 0.74, 1.86], [2.56, -0.54, 2.13]],
  "e_tot_ha": -329.20119,
  "relative_energy_ev": 1.912,
  "smiles": "C=C/C=C/CCCN",
  "gap_ev": 10.3716
}



Entry 3:
{
  "formula": "C7H13N",
  "method": "wB97M-V/def2-TZVPD",
  "symbols": ["C", "C", "C", "C", "C", "C", "C", "N", "H", "H", "H", "H", "H", "H", "H", "H", "H", "H", "H", "H", "H"],
  "coordinates": [[-0.57, 1.63, -0.81], [-0.68, 0.10, -0.95], [-0.76, -0.74, 0.37], [0.81, -0.05, 2.25], [0.45, -0.77, 1.19], [1.38, -1.91, 0.59], [1.84, -1.75, -0.64], [-1.73, 2.40, -1.12], [-0.27, 1.79, 0.32], [0.25, 2.06, -1.54], [-1.28, -0.23, -1.85], [0.33, -0.24, -1.32], [-1.70, -0.32, 0.93], [-1.03, -1.76, -0.05], [0.14, 0.84, 2.52], [1.65, -0.35, 2.97], [1.53, -2.80, 1.26], [1.45, -0.92, -1.25], [2.34, -2.47, -1.28], [-1.56, 3.36, -0.78], [-2.61, 2.13, -0.81]],
  "e_tot_ha": -329.14559,
  "relative_energy_ev": 3.425,
  "smiles": "C=CC(=C)CCCN",
  "gap_ev": 9.9063
}



Entry 4:
{
  "formula": "C7H13N",
  "method": "wB97M-V/def2-TZVPD",
  "symbols": ["C", "C", "C", "C", "H", "H", "H", "H", "H", "H", "H", "H", "C", "C", "C", "N", "H", "H", "H", "H", "H"],
  "coordinates": [[1.27, 0.55, 0.82], [1.27, 1.14, -0.54], [-1.70, 0.54, -0.79], [-1.82, -0.39, -1.75], [0.05, 0.48, 1.09], [1.73, 1.21, 1.56], [-2.12, 1.52, -0.94], [2.10, 0.85, -1.17], [1.24, 2.23, -0.51], [0.20, 0.87, -0.98], [-1.49, -1.41, -1.60], [-2.08, -0.12, -2.76], [-1.69, 0.11, 0.68], [1.77, -0.84, 0.98], [1.94, -1.72, 0.00], [-2.26, 0.90, 1.52], [-2.50, 0.46, 2.40], [-1.68, -0.98, 0.81], [1.74, -1.20, 2.00], [1.91, -1.44, -1.04], [2.12, -2.77, 0.22]],
  "e_tot_ha": -329.14442,
  "relative_energy_ev": 3.457,
  "smiles": "[H]/N=C/C=C.C=CCC",
  "gap_ev": 9.6533
}



Entry 5:
{
  "formula": "C7H13N",
  "method": "wB97M-V/def2-TZVPD",
  "symbols": ["C", "C", "C", "C", "C", "C", "C", "H", "H", "H", "H", "H", "H", "H", "H", "H", "H", "H", "H", "H", "N"],
  "coordinates": [[-2.00, -1.22, 0.44], [-1.12, -0.12, -0.02], [-1.88, 1.12, -0.62], [0.13, 0.09, 0.85], [1.42, 0.99, 0.70], [2.47, -0.10, -0.06], [0.24, -0.31, -0.73], [-1.35, -2.01, 0.69], [-2.58, -0.86, 1.30], [-2.49, -1.38, -0.58], [-2.36, 0.83, -1.61], [-1.15, 1.85, -0.88], [-2.70, 1.52, -0.07], [0.32, -0.88, 1.46], [1.95, 1.01, 1.69], [1.10, 1.98, 0.13], [3.39, 0.47, -0.66], [2.89, -0.78, 0.78], [1.71, -1.89, -0.55], [0.39, 0.55, -1.25], [1.60, -0.88, -1.01]],
  "e_tot_ha": -329.06331,
  "relative_energy_ev": 5.664,
  "smiles": "CC1(C)[C@@H]2CCN[C@H]21",
  "gap_ev": 8.9951
}



Entry 6:
{
  "formula": "C7H13N",
  "method": "wB97M-V/def2-TZVPD",
  "symbols": ["C", "C", "C", "N", "C", "C", "H", "H", "H", "H", "H", "H", "H", "H", "H", "C", "C", "H", "H", "H", "H"],
  "coordinates": [[2.36, -0.82, -0.06], [-0.29, -0.96, -0.42], [1.10, -0.23, -0.65], [-0.24, -2.01, 0.46], [-1.29, -0.86, -1.32], [1.16, 0.90, -1.36], [-0.85, -2.82, 0.38], [-0.09, -1.76, 1.43], [2.32, -0.82, 1.03], [2.53, -1.84, -0.41], [3.26, -0.24, -0.34], [-1.43, 0.00, -1.97], [-2.03, -1.64, -1.43], [0.27, 1.37, -1.77], [2.09, 1.46, -1.49], [-1.05, 1.33, 1.63], [-1.97, 2.06, 1.01], [-2.34, 2.99, 1.44], [-0.66, 1.60, 2.61], [-0.40, 0.55, 1.15], [-2.44, 1.74, 0.09]],
  "e_tot_ha": -329.16781,
  "relative_energy_ev": 2.820,
  "smiles": "C=C(C)C(=C)N.C=C",
  "gap_ev": 9.0956
}



Entry 7:
{
  "formula": "C7H13N",
  "method": "wB97M-V/def2-TZVPD",
  "symbols": ["C", "C", "C", "C", "C", "C", "C", "N", "H", "H", "H", "H", "H", "H", "H", "H", "H", "H", "H", "H", "H"],
  "coordinates": [[1.81, 2.36, -0.10], [1.91, 0.90, 0.41], [0.90, 0.03, -0.29], [-0.36, -0.13, 0.13], [-1.33, -1.10, -0.46], [-1.39, -2.36, -0.04], [-2.53, -3.28, -0.35], [0.94, 3.21, 0.74], [1.39, 2.32, -1.10], [2.81, 2.79, -0.14], [2.90, 0.57, 0.08], [1.82, 0.83, 1.49], [1.15, -0.32, -1.28], [-0.76, 0.39, 1.00], [-2.09, -0.75, -1.14], [-0.56, -2.84, 0.46], [-3.23, -2.85, -1.08], [-3.06, -3.58, 0.55], [-2.15, -4.23, -0.73], [0.21, 3.59, 0.15], [0.39, 2.61, 1.36]],
  "e_tot_ha": -329.20908,
  "relative_energy_ev": 1.698,
  "smiles": "C/C=C/C=C/CCN",
  "gap_ev": 10.3046
}



Entry 8:
{
  "formula": "C7H13N",
  "method": "wB97M-V/def2-TZVPD",
  "symbols": ["C", "C", "C", "C", "C", "C", "C", "N", "H", "H", "H", "H", "H", "H", "H", "H", "H", "H", "H", "H", "H"],
  "coordinates": [[1.29, 1.54, 0.64], [0.73, 1.77, -0.73], [-0.52, 0.95, -1.21], [-1.38, -2.01, 1.19], [-0.31, -2.08, 0.27], [0.39, -1.33, -0.51], [-0.33, -0.61, -1.49], [0.28, 1.11, 1.64], [2.07, 0.80, 0.59], [1.82, 2.37, 1.00], [1.45, 1.54, -1.48], [0.53, 2.89, -0.76], [-1.34, 1.16, -0.48], [-0.98, 1.42, -2.06], [-1.46, -2.74, 1.97], [-1.92, -1.05, 1.46], [0.42, -3.50, 0.76], [0.04, -0.79, -2.60], [-1.38, -1.01, -1.67], [-0.54, 1.64, 1.42], [0.04, 0.09, 1.48]],
  "e_tot_ha": -328.69627,
  "relative_energy_ev": 7.402,
  "gap_ev": [5.4662, 5.6400],
  "multiplicity": 2,
  "charge": 1
}



Entry 9:
{
  "formula": "C7H13N2",
  "method": "wB97M-V/def2-TZVPD",
  "symbols": ["C", "C", "C", "C", "C", "C", "C", "N", "N", "H", "H", "H", "H", "H", "H", "H", "H", "H", "H", "H", "H", "H"],
  "coordinates": [[-1.69, -0.95, -0.34], [-2.46, 1.03, -0.05], [-0.46, -0.16, 0.17], [-0.18, -0.25, 1.72], [1.33, 1.07, -1.16], [1.75, -1.30, -0.19], [0.73, -0.28, -0.72], [-2.75, -0.22, -0.57], [-1.25, 1.33, 0.29], [-1.61, -2.07, -0.48], [-3.25, 1.69, 0.07], [0.87, 0.08, 1.86], [-0.15, -1.27, 2.08], [-0.89, 0.37, 2.19], [0.55, 1.73, -1.65], [2.15, 0.76, -1.85], [1.81, 1.73, -0.41], [1.96, -1.10, 0.86], [2.73, -1.20, -0.64], [1.43, -2.39, -0.23], [0.16, -0.68, -1.64], [-0.78, 2.08, 0.69]],
  "e_tot_ha": -383.71157,
  "relative_energy_ev": 2.874,
  "smiles": "CC(C)[C@]1(C)C=NC=[NH+]1",
  "gap_ev": 10.0397,
  "charge": 1
}



Entry 10:
{
  "formula": "C7H13N2O",
  "method": "wB97M-V/def2-TZVPD",
  "symbols": ["C", "C", "C", "C", "C", "C", "C", "N", "N", "O", "H", "H", "H", "H", "H", "H", "H", "H", "H", "H", "H", "H", "H"],
  "coordinates": [[-2.39, -0.78, 0.02], [1.36, -0.37, -0.28], [-2.16, 0.31, -1.00], [-0.39, -1.27, 1.21], [0.31, 0.53, -0.31], [2.60, -0.33, 0.49], [0.33, 1.75, 0.60], [-1.60, -1.20, 0.87], [-0.76, 0.43, -1.28], [1.44, -1.34, -1.25], [-3.49, -1.06, 0.10], [-2.65, 0.08, -1.99], [-2.66, 1.38, -0.60], [0.22, -2.22, 0.82], [-0.14, -0.66, 2.08], [2.96, -1.23, 1.06], [2.74, 0.54, 1.16], [3.49, -0.20, -0.18], [-0.81, 1.76, 0.73], [0.70, 2.56, 0.03], [0.83, 1.49, 1.46], [0.74, -1.36, -1.90], [-0.67, 1.18, -1.86]],
  "e_tot_ha": -458.89691,
  "relative_energy_ev": 4.817,
  "smiles": "C=[N+]=CCN/C(C)=C(/C)O",
  "gap_ev": 8.5688,
  "charge": 1
}